Computed, not measured: a 2-piece molecular cluster, C5H2BF9O6S2 overall in a non-equilibrium geometry, with ωB97M-V/def2-TZVPD.

```
25
Properties=species:S:1:pos:R:3:forces:R:3
S 1.88464 0.05022 -2.32793 0.5 -1.5 0.7
S 0.89428 1.80199 -1.47147 0.8 4.4 0.7
F -0.55592 1.79818 5.37968 0.0 0.0 -0.1
F 1.51260 -0.42056 -4.88290 0.6 0.2 -0.1
F -0.36401 0.62511 0.47936 0.4 -0.1 0.0
F -0.30393 -0.15391 -3.81380 -0.4 0.3 0.7
F 0.07527 -2.77699 -4.40732 -0.1 -0.2 -0.6
F -1.43688 0.50242 -1.38656 0.5 0.0 -0.2
F 2.10076 -2.64612 -3.53667 0.4 -0.3 -0.4
F -1.30368 2.37747 -0.34707 0.4 0.2 -0.2
F -0.88397 1.89928 3.12082 0.0 0.0 -0.3
O 0.09300 -0.03950 4.03720 -0.3 -0.3 -0.1
O -2.91433 -1.71659 4.38517 0.1 -0.2 -0.1
O 1.79135 2.23281 -0.46511 0.5 -1.5 0.6
O -2.20500 0.41243 4.40421 0.3 -0.4 -0.1
O -0.06852 -2.27282 3.92603 -0.1 -0.1 -0.1
O 0.66367 2.78694 -2.46136 -1.0 -1.0 -1.3
C -0.56075 -1.18643 4.07050 0.8 0.0 -0.1
C -0.68079 1.26137 -0.60124 -1.8 -0.9 0.6
C -2.04253 -0.89598 4.30884 -0.8 0.3 0.2
C 0.90004 -0.67660 -3.73893 -0.3 -0.5 -1.6
C 0.83377 -2.20873 -3.50177 0.1 0.7 1.7
B -0.87996 1.07281 4.24821 0.1 0.6 0.3
H 2.99494 0.55519 -2.92806 -0.5 0.3 -0.1
H 0.45596 -2.38199 -2.48984 -0.3 -0.2 0.0
```
Positions in Å, forces in eV/Å.

Results
LUMO level, eV: -4.4870
E, eV: -64306.243
Charge: 0
E_HOMO, eV: -8.44
Molecular weight, Da: 404.0